No. 1
{"formula": "C30H53O17P2S", "method": "wB97M-V/def2-TZVPD", "total_energy_ev": -96194.298, "homo_ev": -4.589, "total_charge": -1, "lumo_ev": 1.998, "species": ["S", "P", "P", "O", "O", "O", "O", "O", "O", "O", "O", "O", "O", "O", "O", "O", "O", "O", "O", "O", "C", "C", "C", "C", "C", "C", "C", "C", "C", "C", "C", "C", "C", "C", "C", "C", "C", "C", "C", "C", "C", "C", "C", "C", "C", "C", "C", "C", "C", "C", "H", "H", "H", "H", "H", "H", "H", "H", "H", "H", "H", "H", "H", "H", "H", "H", "H", "H", "H", "H", "H", "H", "H", "H", "H", "H", "H", "H", "H", "H", "H", "H", "H", "H", "H", "H", "H", "H", "H", "H", "H", "H", "H", "H", "H", "H", "H", "H", "H", "H", "H", "H", "H"], "xyz": [[3.257373, 2.651786, 0.209361], [1.848839, -2.805646, -0.501396], [3.826154, 0.984065, -0.563667], [3.330392, -3.312724, 0.294128], [-2.747543, -2.181405, 0.140934], [3.745094, 0.940485, -2.161949], [-1.440167, -3.716749, 1.180368], [-1.800856, 2.472818, -1.583547], [-4.902952, -0.230755, -5.512119], [5.390013, 0.727279, -0.217991], [5.995116, -6.261469, 1.663819], [-1.596410, 6.160129, -0.247313], [-3.165906, 0.814700, -2.196055], [-1.059716, 4.791467, 1.432872], [-2.694976, 4.258584, 7.402931], [-2.347762, 3.984335, 5.209773], [6.226415, -5.405394, 3.720907], [-3.610226, -1.436889, -6.875597], [1.361953, -1.844325, 0.892017], [2.792163, -1.421525, -1.056534], [-2.904441, 2.085496, -1.841681], [-4.555424, 0.665054, -2.554170], [7.034529, -5.660936, 4.876105], [-3.390567, 5.990017, 5.835879], [-1.968525, -4.033173, -1.126315], [-4.186184, 2.901069, -1.861464], [-2.548409, -1.188211, -7.813644], [-0.743025, 5.326652, 0.411731], [0.554654, 5.209251, -0.358320], [-2.713706, -1.410067, 1.339549], [-1.008190, 6.586078, -1.485275], [2.854614, -4.214456, 2.508968], [3.253079, -4.495153, 1.048174], [6.484917, -6.314005, 2.747919], [0.492899, 6.411927, -1.299008], [0.586282, 0.449801, 0.316079], [7.491315, -7.331945, 3.262549], [-3.609812, 5.769481, 4.340914], [1.710534, -0.492558, 0.804642], [3.015827, -0.552537, -0.014016], [-1.599481, -0.347487, 1.362891], [-2.794634, 4.664845, 6.281387], [-2.763206, 0.244581, -8.287197], [-2.013561, -3.315035, 0.189919], [-2.511236, 4.768684, 4.004212], [-0.758413, -0.236216, 0.092592], [-3.375775, 0.892494, -7.046465], [7.426731, -7.130682, 4.775626], [-4.079239, -0.273909, -6.378502], [-5.266107, 1.819998, -1.857437], [-4.903342, -0.309127, -2.220095], [-1.310501, 0.376479, -0.609238], [-2.769854, 4.109933, 3.184364], [1.968659, -0.191754, 1.825585], [-3.673150, -0.901143, 1.388295], [-2.078204, 0.624083, 1.491666], [7.902384, -4.997674, 4.843703], [-6.192510, 2.109992, -2.350248], [-4.626728, 0.709398, -3.642160], [2.236555, -3.615389, -1.641610], [-1.299482, 7.617965, -1.673379], [7.209010, -8.333777, 2.953495], [-4.309845, 6.193936, 6.377649], [1.406077, 5.242123, 0.314479], [-1.399904, 5.954665, -2.286472], [-1.564803, 5.249641, 3.773183], [-4.230726, 3.559600, -0.998389], [0.549095, 4.262878, -0.895649], [-1.596549, -1.317375, -7.295753], [1.042374, -3.851093, 0.041338], [6.635562, -7.753203, 5.195394], [8.471758, -7.082121, 2.854912], [-2.614138, 1.270100, -6.362136], [2.600641, -5.240808, 0.585709], [0.883890, 0.902702, -0.624753], [-2.613843, -1.917745, -8.616654], [8.351909, -7.363647, 5.299942], [-2.662957, 6.778426, 6.034020], [0.713244, -2.361021, -1.285365], [-4.202337, 3.493791, -2.778369], [-2.270148, -5.063279, -0.973656], [-4.589004, 5.315392, 4.177947], [-1.849401, 0.720540, -8.636070], [-5.503083, 1.544349, -0.828372], [3.675075, -4.493893, 3.169427], [1.024622, 6.268460, -2.237399], [-0.964245, -0.470179, 2.236357], [1.956708, -4.737053, 2.824347], [3.925280, 0.027873, -2.429866], [4.256976, -4.921017, 1.047958], [-0.582914, -1.182056, -0.407994], [0.471830, 1.247823, 1.043726], [6.452773, -5.434112, 5.766121], [5.477881, -0.176446, 0.104680], [-3.555323, 6.675583, 3.740662], [2.727428, -3.143735, 2.623724], [3.745473, -0.962008, 0.708580], [-3.485243, 0.260327, -9.104964], [-0.937864, -4.025398, -1.469199], [0.911150, 7.291850, -0.806283], [-4.084226, 1.681586, -7.280769], [-2.656774, -2.041885, 2.217596], [-2.591696, -3.560382, -1.876600]], "forces_ev_per_a": [[0.0, 0.2, -0.2], [-0.2, -0.8, -0.2], [-0.3, 0.4, 0.2], [-0.5, -0.1, -0.1], [0.1, -0.5, 0.2], [0.2, 0.2, 0.1], [-0.7, 0.4, -0.7], [0.0, 0.1, -0.1], [-0.2, -0.1, -0.2], [-0.1, -0.2, -0.2], [0.0, -0.1, 0.0], [0.0, 0.1, 0.0], [-0.1, -0.1, 0.0], [0.0, 0.2, 0.0], [0.0, -0.1, 0.1], [-0.1, 0.0, 0.0], [0.0, 0.0, 0.1], [0.0, -0.1, -0.1], [-0.2, 0.1, -0.7], [0.3, 0.1, -0.6], [0.1, 0.3, -0.1], [-0.1, 0.1, -0.1], [0.0, 0.0, 0.1], [-0.2, -0.2, -0.4], [-0.1, 0.2, 0.0], [-0.3, -0.3, 0.2], [0.1, 0.0, -0.1], [0.1, -0.3, -0.1], [-0.1, 0.5, 0.0], [-0.1, 0.8, 0.4], [0.1, 0.0, -0.1], [0.4, -0.1, -0.1], [0.6, 0.3, 0.3], [0.2, -0.1, -0.1], [0.1, -0.1, 0.0], [0.0, -0.5, -0.3], [-0.2, 0.0, 0.4], [0.0, 0.1, 0.1], [0.1, 0.0, 1.0], [-0.1, 0.1, 0.7], [0.1, 0.0, -0.1], [0.1, 0.2, 0.0], [0.0, 0.1, 0.1], [0.6, -0.4, 0.6], [-0.2, 0.1, 0.1], [0.1, 0.2, -0.1], [0.0, -0.2, -0.4], [0.1, -0.1, -0.1], [0.2, 0.2, 0.2], [0.0, 0.1, 0.0], [0.2, -0.1, 0.0], [-0.1, 0.0, -0.2], [0.1, -0.1, 0.0], [0.1, 0.2, 0.0], [-0.2, -0.1, -0.2], [0.0, 0.1, 0.1], [0.0, 0.0, 0.0], [0.0, 0.0, -0.1], [-0.1, 0.1, 0.2], [0.2, 0.3, 0.0], [-0.1, 0.0, 0.1], [0.1, 0.0, -0.2], [0.1, 0.1, 0.2], [0.0, -0.3, 0.0], [0.0, 0.0, 0.0], [0.1, 0.0, 0.0], [0.1, 0.1, -0.1], [0.0, -0.2, 0.1], [0.0, 0.0, 0.0], [0.3, -0.1, 0.1], [0.0, 0.0, 0.0], [0.0, 0.0, -0.1], [0.0, 0.0, 0.1], [-0.2, 0.0, -0.1], [0.0, 0.2, -0.2], [-0.1, -0.1, 0.1], [0.0, 0.1, 0.0], [0.0, 0.0, 0.1], [0.1, 0.2, 0.1], [0.0, 0.0, 0.0], [0.0, -0.2, 0.0], [0.0, 0.0, 0.0], [0.0, 0.0, 0.1], [0.0, 0.0, 0.0], [0.0, -0.2, 0.2], [0.0, -0.1, 0.0], [0.1, -0.3, 0.0], [-0.2, 0.1, 0.0], [-0.3, -0.3, -0.2], [-0.1, 0.0, -0.1], [0.0, -0.2, 0.2], [0.0, 0.3, 0.0], [-0.1, 0.1, -0.1], [0.2, -0.2, 0.0], [0.1, 0.0, 0.0], [-0.3, 0.1, 0.0], [0.0, -0.2, 0.0], [0.0, 0.0, 0.0], [0.2, 0.0, 0.0], [0.0, 0.0, 0.0], [0.0, 0.1, 0.2], [0.1, -0.3, -0.1], [-0.1, 0.1, 0.0]]}

***

No. 2
{"formula": "C26H32NO5SV", "method": "wB97M-V/def2-TZVPD", "multiplicity": 3, "total_energy_ev": -75729.240, "homo_ev": [-7.668, -8.523], "total_charge": 0, "lumo_ev": [0.286, 0.345], "species": ["V", "S", "O", "O", "O", "O", "O", "N", "C", "C", "C", "C", "C", "C", "C", "C", "C", "C", "C", "C", "C", "C", "C", "C", "C", "C", "C", "C", "C", "C", "C", "C", "C", "C", "H", "H", "H", "H", "H", "H", "H", "H", "H", "H", "H", "H", "H", "H", "H", "H", "H", "H", "H", "H", "H", "H", "H", "H", "H", "H", "H", "H", "H", "H", "H", "H"], "xyz": [[-0.364948, 0.608275, 1.723105], [3.275519, -2.125712, 4.092524], [-0.445613, 0.480170, -1.033487], [3.929022, -0.986455, 4.691776], [0.215954, -1.236479, 2.132579], [0.271342, -0.481448, -5.251306], [4.022782, -3.334580, 3.868418], [2.387280, -1.671016, 2.773199], [0.697652, -2.285964, 4.284866], [-2.520292, -0.040240, 1.001132], [1.262182, 2.095485, 0.866318], [0.526418, -2.904343, 7.001307], [1.792607, -2.802583, 6.401235], [-2.250346, -0.647301, 2.263735], [0.660331, 0.114454, -1.900888], [1.124424, -1.235499, -7.415055], [0.440298, 2.296786, 3.035298], [1.982577, 1.185818, 1.708793], [1.834225, -2.485064, 5.046112], [-2.037114, 0.395431, 3.234031], [0.986183, -1.559278, -5.919566], [1.078046, -1.718158, 2.970039], [0.290363, 2.776206, 1.679896], [-0.990572, 1.355321, -2.052973], [-2.352816, 0.849605, -2.464612], [0.076219, -0.128918, -7.677046], [-2.526232, 1.383285, 1.191775], [-2.248593, 1.647704, 2.566768], [-0.263089, 0.415781, -6.284083], [-0.637710, -2.691477, 6.240226], [0.148150, 0.998323, -3.017368], [1.497250, 1.336751, 3.046594], [-0.989039, 2.805971, -1.670994], [-0.563361, -2.387732, 4.882402], [-1.445791, -2.245079, 4.261639], [-1.412717, 3.387444, -2.498806], [0.815107, 1.816042, -3.308823], [0.412500, -2.492697, -5.788640], [-2.266247, 2.625353, 3.041786], [-1.848615, 0.251379, 4.295816], [-2.824208, 2.121774, 0.453013], [-1.613476, -2.760858, 6.722218], [-0.360741, 3.583025, 1.356355], [-2.264227, -1.713017, 2.461160], [1.955970, 0.920114, 3.939567], [0.448532, 0.661284, -8.334460], [-0.225908, 0.412953, -3.847277], [-3.081581, 1.050879, -1.671520], [2.131044, -0.851812, -7.616494], [0.170279, 1.421985, -6.141701], [-2.769645, -0.577233, 0.091107], [-0.063608, 2.667042, 3.923065], [2.811128, 0.551413, 1.412545], [-1.350981, 0.488677, -6.125903], [0.611294, -0.954201, -2.120527], [0.030178, 3.151115, -1.486970], [1.621452, 0.423818, -1.481501], [-1.597061, 2.985950, -0.782226], [1.962221, -1.665774, -5.427766], [1.533039, 2.346300, -0.154118], [-0.828247, -0.550672, -8.128770], [2.713643, -2.953367, 6.954602], [0.453395, -3.142962, 8.058923], [0.966999, -2.117605, -8.040896], [-2.672610, 1.364902, -3.378797], [-2.320229, -0.229260, -2.651355]], "forces_ev_per_a": [[-0.2, 0.7, 1.1], [-1.1, -0.2, -0.1], [0.5, -0.1, 0.3], [-0.1, -0.3, -0.5], [1.3, -1.2, 0.7], [0.4, -0.6, -2.8], [0.0, 0.5, -0.1], [-0.3, 0.2, -0.3], [-0.5, 0.3, 0.9], [-0.3, 0.1, 0.9], [0.5, 0.0, 1.2], [0.2, 0.1, -0.5], [-0.7, 0.0, -0.3], [-0.7, 1.3, -0.2], [0.0, -0.2, 0.3], [0.2, 0.5, 0.2], [1.3, 0.1, -0.7], [-0.6, 1.0, -0.4], [-0.1, -0.3, 1.2], [-0.8, -0.2, -0.8], [-0.4, -0.2, 0.3], [1.3, 0.6, -1.1], [0.9, -0.5, 0.2], [0.1, 0.1, -0.3], [-0.2, 0.2, -0.1], [-0.2, -0.5, 0.3], [0.0, -0.7, 0.6], [-0.5, -0.9, -0.2], [0.0, 0.2, 0.6], [0.2, -0.1, 0.1], [-0.7, 0.1, 0.1], [-0.6, 0.8, -0.5], [-0.3, 0.4, 0.2], [0.4, -0.1, -0.3], [0.1, 0.0, 0.4], [0.1, 0.0, 0.1], [-0.3, -0.1, -0.1], [0.2, 0.3, 0.1], [0.2, -0.3, -0.2], [0.1, 0.1, -0.4], [0.3, -0.2, 0.2], [0.3, 0.0, -0.1], [0.1, -0.3, 0.0], [0.3, 0.3, -0.2], [-0.3, -0.3, -0.3], [0.0, -0.2, 0.1], [0.3, 0.6, 0.4], [0.0, -0.1, -0.2], [-0.2, -0.1, 0.0], [-0.1, -0.4, 0.1], [0.3, 0.2, 0.2], [0.0, -0.2, -0.3], [-0.3, 0.0, 0.1], [0.3, 0.0, -0.1], [0.3, 0.0, 0.1], [-0.1, 0.1, 0.0], [0.0, -0.3, 0.1], [0.1, 0.1, -0.1], [-0.3, 0.0, -0.1], [-0.3, -0.3, 0.2], [0.2, 0.0, 0.0], [-0.2, 0.0, 0.0], [0.0, 0.1, -0.2], [0.0, 0.1, 0.1], [0.0, -0.1, 0.1], [0.0, 0.2, 0.0]]}

***

No. 3
{"formula": "C13H9IrN3S4", "method": "wB97M-V/def2-TZVPD", "multiplicity": 2, "total_energy_ev": -64260.300, "homo_ev": [-14.322, -14.017], "total_charge": 2, "lumo_ev": [-9.906, -9.956], "species": ["Ir", "S", "S", "S", "S", "N", "N", "N", "C", "C", "C", "C", "C", "C", "C", "C", "C", "C", "C", "C", "C", "H", "H", "H", "H", "H", "H", "H", "H", "H"], "xyz": [[-2.480396, -1.171147, 0.021385], [-2.842662, -3.116009, 0.962086], [0.537767, -2.294234, 0.018067], [-5.599907, -4.334479, 0.421620], [-4.512980, -1.680274, -0.645121], [-2.285058, 0.924301, 0.012206], [1.310173, 0.623606, 0.125127], [-0.432904, -0.938091, 0.005560], [-3.293663, 1.790524, -0.043892], [3.209772, -2.546745, -0.044280], [2.383270, -0.270774, 0.087083], [-1.784552, 3.625776, -0.291722], [3.682212, 0.219544, 0.111761], [4.733162, -0.674907, 0.059100], [-3.075803, 3.157726, -0.189450], [4.496149, -2.054142, -0.017218], [-4.493619, -3.214740, 0.276478], [-0.724985, 2.720089, -0.224040], [2.139008, -1.650990, 0.011257], [-1.010428, 1.384189, -0.054141], [0.023873, 0.308034, 0.034815], [-3.922256, 3.828388, -0.233296], [-1.586237, 4.680889, -0.421113], [3.031569, -3.613226, -0.099047], [5.747914, -0.301922, 0.074278], [5.328287, -2.743472, -0.054635], [3.867085, 1.285010, 0.167480], [1.553859, 1.600860, 0.215628], [0.289324, 3.082660, -0.320587], [-4.287975, 1.373546, 0.034623]], "forces_ev_per_a": [[0.5, -0.1, 0.2], [0.1, 0.1, 0.0], [-0.2, -1.2, 0.1], [0.2, 0.2, 0.0], [0.3, 0.2, 0.1], [0.3, 0.1, -0.2], [-1.2, 0.2, -0.1], [-1.3, 0.4, 0.2], [0.0, 0.1, 0.0], [-0.6, 0.3, 0.0], [0.5, -1.0, 0.0], [0.0, 0.0, 0.0], [-0.1, -0.2, 0.0], [0.1, -0.4, 0.0], [-0.1, -0.1, 0.0], [0.4, 0.5, 0.0], [-0.2, -0.2, -0.1], [-0.1, -0.1, 0.1], [0.9, 0.6, -0.1], [0.2, -0.1, 0.0], [0.3, 0.6, -0.1], [0.0, 0.0, 0.0], [0.0, 0.0, 0.0], [0.0, 0.0, 0.0], [0.0, 0.0, 0.0], [0.0, 0.0, 0.0], [0.0, 0.0, 0.0], [0.0, 0.0, 0.0], [0.0, 0.0, 0.0], [0.0, 0.1, 0.0]]}

***

No. 4
{"formula": "C21H15N5O4RhS2", "method": "wB97M-V/def2-TZVPD", "total_energy_ev": -62333.536, "homo_ev": [-9.828, -9.827], "total_charge": 1, "lumo_ev": [-3.585, -3.585], "species": ["Rh", "S", "S", "O", "O", "O", "O", "N", "N", "N", "N", "N", "C", "C", "C", "C", "C", "C", "C", "C", "C", "C", "C", "C", "C", "C", "C", "C", "C", "C", "C", "C", "C", "H", "H", "H", "H", "H", "H", "H", "H", "H", "H", "H", "H", "H", "H", "H"], "xyz": [[-0.433660, 0.052942, 0.624799], [1.594554, -1.392707, -0.223285], [-6.534431, 4.255451, 1.238473], [1.715911, 0.040413, 0.116649], [0.233583, -1.587570, -0.723763], [1.280557, -1.270693, 4.747159], [-0.109453, -0.527610, 3.062602], [-0.948285, 1.983170, 1.044941], [-2.425883, -0.135654, 0.758072], [-6.381209, 2.661720, 1.058522], [-4.980266, 4.676359, 1.292887], [1.879491, -2.437648, 1.028286], [4.428025, -3.197428, -2.393820], [-4.276786, 3.563171, 1.173047], [-4.502080, -1.298755, 0.752617], [5.492722, -2.645532, -4.607663], [3.709361, -1.222498, -3.558362], [-1.960816, 4.550431, 1.390432], [2.475494, -1.998710, 2.057987], [-2.826976, 3.475902, 1.192501], [-5.204929, -0.116199, 0.835949], [-2.277902, 2.207814, 1.025160], [-3.110131, -1.273503, 0.715953], [-0.604052, 4.308523, 1.424947], [3.545687, -2.922954, -1.362598], [-0.131428, 3.010084, 1.252256], [2.820482, -0.928007, -2.546489], [0.663973, -0.955684, 3.816337], [2.750050, -1.787563, -1.452817], [4.524122, -2.356839, -3.498858], [-3.103390, 1.026156, 0.872320], [-5.085093, 2.401108, 1.037384], [-4.493129, 1.081076, 0.905597], [5.926285, -3.638567, -4.510035], [0.101104, 5.110965, 1.586771], [-2.524103, -2.178867, 0.631489], [6.306369, -1.918144, -4.598503], [2.741722, -2.723168, 2.822933], [3.469828, -3.580513, -0.508447], [2.964887, -1.021394, 2.082832], [-2.362442, 5.545964, 1.523272], [0.925795, 2.781195, 1.267212], [-5.012377, -2.250055, 0.709898], [5.003269, -2.575304, -5.578956], [5.051070, -4.080499, -2.338578], [-6.286167, -0.099539, 0.861159], [3.777355, -0.563136, -4.414248], [2.193299, -0.047715, -2.594034]], "forces_ev_per_a": [[-0.8, 0.7, -1.4], [-0.9, 1.5, -1.1], [0.0, 0.0, 0.0], [0.9, -0.4, 0.6], [0.3, -1.1, 0.6], [0.7, -0.5, -0.7], [0.6, -0.6, 0.0], [0.2, -0.2, 0.3], [0.2, 0.0, 0.0], [0.0, 0.0, 0.0], [0.0, 0.0, 0.0], [-0.4, -0.1, 0.1], [0.0, 0.0, 0.0], [0.0, 0.0, 0.0], [0.0, 0.0, 0.0], [0.0, 0.0, 0.0], [0.0, 0.0, 0.0], [0.0, 0.0, 0.0], [1.4, -0.4, -0.8], [0.0, 0.0, 0.0], [0.0, 0.0, 0.0], [0.0, 0.1, 0.0], [-0.1, 0.1, -0.1], [0.0, 0.0, 0.0], [-0.1, 0.1, 0.0], [-0.1, 0.0, -0.1], [-0.1, 0.1, 0.0], [-1.5, 0.9, 1.7], [0.3, -0.4, 0.3], [0.0, 0.0, 0.0], [0.0, 0.0, 0.1], [0.0, 0.0, 0.0], [0.1, 0.0, 0.0], [0.0, 0.0, 0.0], [0.0, 0.0, 0.0], [0.0, 0.0, 0.0], [0.0, 0.0, 0.0], [-0.4, 0.1, 0.2], [0.0, 0.0, 0.0], [-0.5, 0.2, 0.2], [0.0, 0.0, 0.0], [0.0, 0.0, 0.0], [0.0, 0.0, 0.0], [0.0, 0.0, 0.0], [0.0, 0.0, 0.0], [0.0, 0.0, 0.0], [0.0, 0.0, 0.0], [0.0, 0.0, 0.0]]}